# 1
A 2-piece molecular cluster, C3H8O2 overall at a distorted geometry, computed with ωB97M-V/def2-TZVPD.

Structure (ORCA input):
```
! RIJCOSX wB97M-V def2-TZVPD def2/J DEFGRID3
* xyz 0 1
H 1.71310 0.58956 1.06695
C -3.75234 0.39219 0.40097
H 3.30325 0.88554 0.25509
C 1.85900 -0.30311 -0.87064
H -2.48055 -1.03155 0.41217
H -3.91109 1.17040 -0.39501
O -2.51245 -0.07063 0.46998
H 1.16612 0.46289 -1.23830
H 1.23427 -1.19938 -0.89920
H 2.90349 -0.69538 0.97827
O -4.68318 -0.04425 1.02349
H 2.67304 -0.33483 -1.60737
C 2.48733 0.17855 0.40360
*
```

Output
Energy above the lowest of the compared OMol25 structures with the same formula, charge and spin ... 89.91 kJ/mol
SMILES ... O=CO.CC

# 2
A 2-piece molecular cluster, C3H8O2 overall, computed with ωB97M-V/def2-TZVPD.

Structure (ORCA input):
```
! RIJCOSX wB97M-V def2-TZVPD def2/J DEFGRID3
* xyz 0 1
H -1.31109 -1.80353 0.10394
H 1.97539 -1.19919 -2.48794
C -0.46472 0.00434 0.89878
C -0.00875 1.10859 0.34965
H 1.11519 2.65577 0.57928
H -2.08695 -0.35494 -0.49888
H -0.06740 -0.26892 1.86847
C -1.62751 -0.79406 0.38945
O 1.07729 1.74378 0.89701
H -0.46089 1.58477 -0.51002
O 1.84021 -0.68494 -1.68112
H -2.40723 -0.85386 1.15735
H 2.42647 -1.13781 -1.06598
*
```

Output
Energy above the lowest of the compared OMol25 structures with the same formula, charge and spin ... 125.34 kJ/mol
SMILES ... C/C=C/O.O

# 3
C3H8O2 as an isolated structure at a distorted geometry, computed with ωB97M-V/def2-TZVPD.

Structure (ORCA input):
```
! RIJCOSX wB97M-V def2-TZVPD def2/J DEFGRID3
* xyz 0 1
H -2.32287 0.36610 0.78889
H -1.19363 1.47822 -1.12028
H 2.69778 -0.14545 0.65594
H -0.76189 0.30418 1.38116
H 2.06805 0.51844 -0.85175
H -0.77636 -1.56153 -0.85230
C 1.84918 0.34048 0.21639
O -0.29475 -0.22610 -1.71971
C -0.77300 0.49871 -0.87044
H 1.67640 1.32479 0.68485
C -1.32143 -0.02364 0.47066
H 0.54522 -1.46824 0.97695
O -1.39270 -1.40595 0.23965
*
```

Output
Energy above the lowest of the compared OMol25 structures with the same formula, charge and spin ... 743.33 kJ/mol

# 4
A 2-piece molecular cluster, C3H8O2 overall at a distorted geometry, computed with ωB97M-V/def2-TZVPD.

Structure (ORCA input):
```
! RIJCOSX wB97M-V def2-TZVPD def2/J DEFGRID3
* xyz 0 1
H 1.45825 -0.39960 -0.28011
O 0.72604 -0.41672 -0.91879
H -1.25885 -1.58907 -1.86696
C -0.41241 -0.67801 -0.22005
H -1.16440 -1.12059 1.75715
C -0.41840 -0.68241 1.11483
H -2.39228 -1.41194 -0.34486
H -2.11813 -0.10834 -1.43977
C -1.65309 -1.00912 -1.02862
H 0.43494 -0.19641 1.58695
O 2.14556 2.24359 0.30462
H 2.14173 3.19549 0.14136
H 2.51104 2.17313 1.19426
*
```

Output
Energy above the lowest of the compared OMol25 structures with the same formula, charge and spin ... 126.78 kJ/mol
SMILES ... C=C(C)O.O

# 5
A 2-piece molecular cluster, C3H8O2 overall, computed with ωB97M-V/def2-TZVPD.

Structure (ORCA input):
```
! RIJCOSX wB97M-V def2-TZVPD def2/J DEFGRID3
* xyz 0 1
H -1.01196 0.82888 -0.35500
H 1.44035 2.25439 0.67066
H 0.86297 -1.45157 -1.19672
C -0.59274 -0.18491 -0.23306
C 0.01514 -0.25102 1.16853
H 1.10817 -0.44259 1.25149
H -2.14205 -1.06750 0.49796
H -0.03564 -0.40493 -2.30689
O -0.67393 -0.12813 2.15538
C 0.42849 -0.45406 -1.31835
O -1.61988 -1.15316 -0.31405
H 1.23261 0.28980 -1.27451
H 0.98848 2.16481 1.25454
*
```

Output
Energy above the lowest of the compared OMol25 structures with the same formula, charge and spin ... 179.48 kJ/mol
SMILES ... C[C@@H](O)C=O.[H][H]

# 6
One molecule with the formula C3H8O2 at a distorted geometry, computed with ωB97M-V/def2-TZVPD.

Structure (ORCA input):
```
! RIJCOSX wB97M-V def2-TZVPD def2/J DEFGRID3
* xyz 0 1
H -1.12750 -0.78904 0.92653
H 0.31738 1.53609 0.50859
H -1.47936 -1.21830 -1.20726
C -1.00637 -0.27960 -0.93730
C 0.87923 0.58995 0.48395
H 1.95056 0.82813 0.54076
O -1.74165 -0.35059 0.32179
C 0.54186 -0.18182 -0.78831
H 1.02352 0.33310 -1.63931
H -1.32911 0.64806 -1.44546
O 0.53626 -0.25059 1.58562
H 1.02470 -1.16297 -0.71786
H 0.41049 0.29758 2.36825
*
```

Output
Energy above the lowest of the compared OMol25 structures with the same formula, charge and spin ... 150.27 kJ/mol
SMILES ... OCCCO

# 7
One molecule with the formula C3H8O2, computed with ωB97M-V/def2-TZVPD.

Structure (ORCA input):
```
! RIJCOSX wB97M-V def2-TZVPD def2/J DEFGRID3
* xyz 0 1
C -0.48515 -0.94865 1.02809
C 1.22905 1.12416 -0.49423
H -1.50926 0.75996 0.27560
O -0.02362 0.10578 -1.12216
H 0.53638 -1.36494 1.07390
H 1.05045 2.11396 -0.08743
H 1.69743 1.19615 -1.49157
H -1.13572 -1.87240 -0.52038
H -0.82418 -0.82799 2.06368
C -0.47552 0.40586 0.39623
H -0.55660 0.67182 -1.70357
H 1.85599 0.53092 0.16267
O -1.35925 -1.89465 0.41918
*
```

Output
Energy above the lowest of the compared OMol25 structures with the same formula, charge and spin ... 597.81 kJ/mol

# 8
A 2-piece molecular cluster, C3H8O2 overall at a distorted geometry, computed with ωB97M-V/def2-TZVPD.

Structure (ORCA input):
```
! RIJCOSX wB97M-V def2-TZVPD def2/J DEFGRID3
* xyz 0 1
H 1.38707 -1.71802 1.67402
C 0.75032 -0.43811 0.04764
H -2.14236 2.15966 1.85542
H 1.23641 0.34246 0.48878
H -1.74409 2.70382 0.31819
H 1.50880 -2.43254 -0.01629
C 0.85650 -1.74935 0.76271
H -0.39648 -1.02979 -1.67371
O -2.02718 2.83178 1.18478
C 0.18889 -0.36696 -1.14402
H 0.33603 0.94499 -2.69283
H -0.09044 -2.18630 0.92656
O 0.13652 0.93837 -1.73124
*
```

Output
Energy above the lowest of the compared OMol25 structures with the same formula, charge and spin ... 218.35 kJ/mol
SMILES ... C/C=C/O.O

# 9
One molecule with the formula C3H8O2, computed with ωB97M-V/def2-TZVPD.

Structure (ORCA input):
```
! RIJCOSX wB97M-V def2-TZVPD def2/J DEFGRID3
* xyz 0 1
C -0.66450 0.46340 -0.70876
H -0.97397 -1.02327 1.77329
C -0.09507 -1.17237 1.13749
H -0.01836 1.41482 -2.28923
H 0.24188 0.95119 1.16153
O -0.16312 1.62518 -1.36235
H 1.76715 0.82752 -0.52801
H -0.31360 -1.97078 0.41884
H 0.73811 -1.50063 1.76537
H -0.71512 -0.38970 -1.39944
H -1.67818 0.66167 -0.33458
O 1.59444 -0.00833 -0.07067
C 0.28036 0.12130 0.43653
*
```

Output
Energy above the lowest of the compared OMol25 structures with the same formula, charge and spin ... 63.11 kJ/mol
SMILES ... C[C@@H](O)CO

# 10
A 2-piece molecular cluster, C3H8O2 overall at a distorted geometry, computed with ωB97M-V/def2-TZVPD.

Structure (ORCA input):
```
! RIJCOSX wB97M-V def2-TZVPD def2/J DEFGRID3
* xyz 0 1
H 1.73337 -2.73606 1.66318
C -1.27222 1.12672 -1.87229
H -0.93654 1.67480 -2.74738
O 0.06003 0.13407 1.74686
H 0.16756 2.11221 -1.04891
H 2.11860 -0.40503 1.46166
H -2.29394 1.35624 -1.60208
C 1.09066 -0.75537 1.57157
H -0.01119 -2.58326 1.26123
O -0.38518 1.37865 -0.77213
C 0.89861 -2.06920 1.51764
H -1.22176 0.06855 -2.13068
H 0.05198 0.69768 0.95132
*
```

Output
Energy above the lowest of the compared OMol25 structures with the same formula, charge and spin ... 196.45 kJ/mol
SMILES ... C=CO.CO

# 11
A 2-piece molecular cluster, C3H8O2 overall at a distorted geometry, computed with ωB97M-V/def2-TZVPD.

Structure (ORCA input):
```
! RIJCOSX wB97M-V def2-TZVPD def2/J DEFGRID3
* xyz 0 1
H -0.49159 -1.38288 1.35659
H -2.50127 0.00685 -2.56703
H 2.51665 1.08564 1.02631
C -0.36751 -0.78867 0.45513
H 0.44769 1.08711 -0.18502
O -1.64428 0.20952 -2.21025
H -1.44159 -0.64100 0.10570
C 0.44333 0.50928 0.68738
O 2.25051 -0.63951 1.80652
H -1.06127 0.58573 -2.88465
H -0.05043 1.14252 1.42686
C 1.85124 0.30967 1.26317
H 0.04853 -1.48425 -0.28072
*
```

Output
Energy above the lowest of the compared OMol25 structures with the same formula, charge and spin ... 114.36 kJ/mol
SMILES ... CCC=O.O

# 12
A 2-piece molecular cluster, C3H8O2 overall at a distorted geometry, computed with ωB97M-V/def2-TZVPD.

Structure (ORCA input):
```
! RIJCOSX wB97M-V def2-TZVPD def2/J DEFGRID3
* xyz 0 1
C 0.12696 -0.55890 0.01713
H -1.03496 1.30170 0.20592
H 0.64473 0.36058 1.64432
H -0.24042 1.16240 -2.37951
C -0.66751 0.60324 -0.55965
H 1.06493 0.95476 1.40867
H 1.47672 -0.01288 -1.17223
H -1.52020 0.11999 -1.03550
C -0.29833 -1.28748 1.04885
O 0.10876 1.33695 -1.49968
O 1.30973 -0.76903 -0.58076
H -1.30844 -1.16154 1.42035
H 0.33801 -2.04978 1.48209
*
```

Output
Energy above the lowest of the compared OMol25 structures with the same formula, charge and spin ... 274.54 kJ/mol
SMILES ... C=C(O)CO.[H][H]

# 13
One molecule with the formula C3H8O2S2 at a distorted geometry, computed with ωB97M-V/def2-TZVPD.

Structure (ORCA input):
```
! RIJCOSX wB97M-V def2-TZVPD def2/J DEFGRID3
* xyz 0 1
H 0.33542 0.13965 2.01835
H -0.55767 0.07644 -1.40926
H -2.23197 0.12693 -1.73928
H 0.32895 -1.52451 -0.33805
H 1.65691 -1.50451 0.75875
H -0.13478 1.76435 1.37792
C 0.02147 0.79501 1.13986
O 2.46036 1.19900 0.51901
H -1.49634 1.63509 -0.98306
S -1.76668 0.02181 0.63061
O -1.49394 -1.40167 0.63990
C -1.50588 0.51427 -1.13117
H 1.82503 -1.44577 -1.10386
C 1.32339 -1.11362 -0.21122
S 1.23574 0.71754 -0.16849
*
```

Output
Energy above the lowest of the compared OMol25 structures with the same formula, charge and spin ... 345.43 kJ/mol

# 14
One molecule with the formula C3H8O2SSi at a distorted geometry, computed with ωB97M-V/def2-TZVPD.

Structure (ORCA input):
```
! RIJCOSX wB97M-V def2-TZVPD def2/J DEFGRID3
* xyz 0 1
H 1.53718 1.48318 1.90215
H -0.07363 -2.15429 0.80418
C -0.63223 -1.69709 0.02253
O 3.47271 0.96775 0.13758
C 1.19003 0.78954 1.17729
H -1.47415 -0.13303 1.88880
H -1.59304 -2.19484 0.06964
H -1.75550 2.03900 -0.59944
S 2.17618 0.48513 -0.04369
H -0.40991 1.14317 -1.58958
Si -0.73415 0.12767 0.62498
C -1.34897 1.09141 -0.91314
O 1.84616 -0.40321 -1.07008
H -2.00627 0.36974 -1.46047
H -0.19440 -1.91412 -0.95075
*
```

Output
Energy above the lowest of the compared OMol25 structures with the same formula, charge and spin ... 251.24 kJ/mol
SMILES ... C[SiH](C)C=S(=O)=O

# 15
One molecule with the formula C3H8O2Si2 at a distorted geometry, computed with ωB97M-V/def2-TZVPD.

Structure (ORCA input):
```
! RIJCOSX wB97M-V def2-TZVPD def2/J DEFGRID3
* xyz 0 1
C -0.22591 1.26151 -0.14399
Si -1.28773 -0.94252 2.23940
H 0.38835 2.11752 1.66197
C -0.01348 1.24299 1.16567
O -0.73771 0.22896 -0.84875
H 1.84227 0.52070 -2.23797
O -0.14759 0.18593 1.98999
H -0.55831 -1.75464 3.20439
H -1.65943 -1.67737 1.03465
H -0.02300 2.16734 -0.70524
H 1.66833 -0.61459 -3.57620
Si -0.36664 -0.76148 -2.09826
H 2.10601 -1.20341 -1.98980
H -2.47126 -0.29797 2.81534
C 1.48610 -0.47297 -2.51120
*
```

Output
Energy above the lowest of the compared OMol25 structures with the same formula, charge and spin ... 295.57 kJ/mol

# 16
A 2-piece molecular cluster, C3H8O3 overall at a distorted geometry, computed with ωB97M-V/def2-TZVPD.

Structure (ORCA input):
```
! RIJCOSX wB97M-V def2-TZVPD def2/J DEFGRID3
* xyz 0 1
H 1.50172 2.25509 0.08732
C 1.02820 1.42130 -1.56891
O 0.68865 2.14319 -0.35414
O -4.19829 -1.35447 2.98746
H 0.15031 1.73176 -2.27150
H -4.06379 -2.30150 3.11799
H -0.45094 -0.45078 -1.13810
H 2.46219 -0.65962 0.06816
C 1.37752 -0.73780 0.04177
O 0.82319 -1.35695 0.87106
H 1.22743 -0.74837 -2.02291
H 2.06397 1.40002 -1.94478
C 0.69631 -0.24376 -1.23347
H -3.30648 -1.09814 3.36005
*
```

Output
Energy above the lowest of the compared OMol25 structures with the same formula, charge and spin ... 247.02 kJ/mol
SMILES ... O=CCCO.O

# 17
C3H8O3Rh as an isolated structure at a distorted geometry, computed with ωB97M-V/def2-TZVPD.

Structure (ORCA input):
```
! RIJCOSX wB97M-V def2-TZVPD def2/J DEFGRID3
* xyz 2 6
C -0.52993 0.77869 -1.94466
H 1.78439 -0.02324 1.86655
H 0.26404 0.45183 -2.62962
Rh -1.16717 -1.50739 -0.03200
H 0.13663 0.67846 1.96620
O -2.56471 -1.89761 1.13723
O -0.35274 0.16142 -0.66901
H 1.70326 -0.07728 -0.57787
H -0.25074 -1.58849 2.34054
C 0.79355 0.00131 1.39662
H 1.09585 1.52892 -0.08107
O 0.20325 -1.29485 1.42199
H -0.50671 1.86910 -1.82537
C 0.89909 0.44874 -0.04219
H -1.50807 0.47036 -2.32733
*
```

Output
Energy above the lowest of the compared OMol25 structures with the same formula, charge and spin ... 0.00 kJ/mol

# 18
A 2-piece molecular cluster, C3H8O3S overall at a distorted geometry, computed with ωB97M-V/def2-TZVPD.

Structure (ORCA input):
```
! RIJCOSX wB97M-V def2-TZVPD def2/J DEFGRID3
* xyz 0 1
H -2.34003 -0.00143 0.75919
H 0.50156 -2.66183 -1.02203
C -0.84490 -1.37037 -1.00021
H -1.98114 0.34634 -1.45021
H -0.31797 0.74752 -1.44514
H 3.79467 -0.03118 1.26402
C -1.33896 0.37607 0.58176
C -1.04659 0.12221 -0.93907
O 4.61011 0.41773 1.13532
O -1.69657 -2.09466 -1.45085
H -2.24759 2.68109 0.49067
H -0.60005 -0.11178 1.21269
H 4.36680 1.32338 1.27798
O 0.30408 -1.87140 -0.50088
S -1.16344 2.12828 1.08674
*
```

Output
Energy above the lowest of the compared OMol25 structures with the same formula, charge and spin ... 58.23 kJ/mol
SMILES ... O=C(O)CCS.O

# 19
One molecule with the formula C3H8O3S2 at a distorted geometry, computed with ωB97M-V/def2-TZVPD.

Structure (ORCA input):
```
! RIJCOSX wB97M-V def2-TZVPD def2/J DEFGRID3
* xyz 0 1
H 2.72919 0.23956 0.71810
H -3.89956 -1.33498 0.05184
O -2.75285 0.68372 -1.41138
H 0.85596 1.79984 -1.29237
C -2.96050 -1.27494 0.51438
O 0.24192 -1.50537 0.13533
H -3.02482 -1.27426 1.60336
H 2.51930 -0.00436 -1.07836
S -2.01182 0.24697 -0.24529
H -2.31582 -2.12004 0.12754
H 2.90271 1.63595 -0.38013
C 0.84562 1.00021 -0.45101
H 0.11236 1.41328 0.24385
O -1.79733 1.15550 0.86634
S -0.07054 -0.53952 -0.93220
C 2.28278 0.69316 -0.25422
*
```

Output
Energy above the lowest of the compared OMol25 structures with the same formula, charge and spin ... 321.01 kJ/mol

# 20
A 2-piece molecular cluster, C3H8O4 overall at a distorted geometry, computed with ωB97M-V/def2-TZVPD.

Structure (ORCA input):
```
! RIJCOSX wB97M-V def2-TZVPD def2/J DEFGRID3
* xyz 0 1
C 0.55878 1.26622 -0.21586
H 0.54032 -1.63894 0.41393
O 1.26907 -1.12021 -0.00925
O -0.84464 -2.39816 1.19213
H 0.61620 2.26391 0.21483
C 1.32026 0.18221 0.55136
H 1.09465 1.39099 -1.17043
H -2.06343 1.22080 -1.97382
C -0.82073 0.89752 -0.66864
H 2.38071 0.41868 0.54655
H 0.99376 0.18713 1.60122
H -1.23964 -1.50979 1.08549
O -1.64078 0.25499 -0.06244
O -1.13400 1.42447 -1.85496
H -1.03054 -2.83982 0.34987
*
```

Output
Energy above the lowest of the compared OMol25 structures with the same formula, charge and spin ... 22.77 kJ/mol
SMILES ... O=C(O)CCO.O

In order of appearance, electronic energy = -7335.1187 -7334.7515 -7328.3465 -7334.7366 -7334.1904 -7334.4931 -7329.8547 -7333.7875 -7335.3965 -7334.0145 -7334.8653 -7333.2052 -29003.2684 -26046.1376 -23090.0440 -9381.2417 -12364.4802 -20218.3474 -31050.9997 -11431.0333 eV.